# 1
This record from OMol25 describes a molecular structure, C37H34CdCl3N4P2S5 in a non-equilibrium geometry. The level of theory is wB97M-V/def2-TZVPD.

Geometry as XYZ:
```
86
Properties=species:S:1:pos:R:3
Cd -1.58 1.78 -0.11
Cl -6.03 -1.33 -0.70
Cl -6.84 -0.46 2.41
Cl -7.13 1.35 -0.32
S -1.54 6.28 1.67
S -1.88 -0.34 -1.83
S -2.23 4.18 -0.38
S 1.64 2.65 0.46
S -0.63 2.67 -3.35
P 1.62 0.72 0.19
P -0.73 -1.28 -0.50
N 0.02 -0.45 2.04
N -1.22 3.78 2.13
N -1.06 2.46 1.89
N -3.64 1.05 0.73
C -4.69 0.66 0.44
C -2.29 3.11 -3.92
C 0.84 -3.59 -3.50
C -0.16 -0.03 4.42
C 0.57 -2.16 3.66
C 3.68 0.41 -3.93
C 3.51 -1.26 0.91
C -2.49 -2.00 1.56
C 1.35 -3.22 -0.81
C 2.36 0.45 -1.47
C 1.65 0.27 -2.65
C -3.45 -2.83 2.13
C 1.83 -4.34 -2.88
C 3.73 0.69 -1.54
C 2.31 0.23 -3.87
C -3.75 -4.05 1.54
C 4.30 -1.94 1.82
C -1.80 -2.41 0.43
C 4.39 0.66 -2.76
C 0.36 -2.46 -1.42
C 0.11 -2.66 -2.78
C -0.02 -0.06 0.64
C 4.39 -1.49 3.13
C -0.82 1.75 2.97
C 3.72 -0.34 3.51
C 2.80 -0.13 1.30
C 0.29 -1.27 4.73
C -5.96 0.17 0.16
C 0.07 4.32 -3.17
C 2.09 -4.14 -1.53
C 2.92 0.34 2.60
C 0.42 -1.72 2.39
C -1.08 7.07 0.11
C -2.11 -3.64 -0.16
C -1.60 4.57 1.18
C -0.34 0.44 3.08
C -3.08 -4.45 0.40
H 1.75 0.08 -4.78
H 0.61 -2.38 1.57
H -0.66 -2.07 -3.26
H 5.00 -2.03 3.84
H -0.98 8.13 0.32
H 0.63 -3.74 -4.55
H -2.31 -1.03 2.00
H 3.82 0.03 4.53
H 2.86 -4.72 -1.03
H 4.84 -2.83 1.51
H 4.28 0.92 -0.64
H -0.94 2.28 3.91
H 0.89 -3.18 3.83
H -0.13 6.66 -0.24
H -4.53 -4.67 1.97
H -2.87 2.18 -3.96
H -2.24 3.56 -4.91
H -0.42 0.67 5.20
H -3.34 -5.39 -0.08
H -1.59 -3.96 -1.05
H -0.58 4.92 -2.53
H 0.18 4.79 -4.15
H 1.58 -3.10 0.24
H 0.57 0.18 -2.64
H 4.20 0.38 -4.88
H 3.44 -1.60 -0.12
H 0.42 -1.57 5.76
H -1.86 6.90 -0.63
H 5.46 0.85 -2.80
H -4.01 -2.48 2.99
H 2.40 1.24 2.89
H 1.04 4.20 -2.70
H 2.40 -5.07 -3.44
H -2.75 3.80 -3.21
```

Energy relative to the best compared isomer or geometry (same formula, charge and spin), kcal per mole: 46.75
E_HOMO (alpha / beta), eV: -3.89 / -4.32
Frontier orbital gap (alpha / beta), eV: 5.9500 / 5.8701
LUMO energy (alpha / beta), eV: 2.0563 / 1.5502
Net charge: -1

How positive or negative is each atom? The Löwdin charges in e answer that: 1.097 0.564 -0.225 0.568 0.785 0.262 0.448 0.285 0.646 0.489 0.530 -0.119 -0.123 -0.208 0.087 -0.421 -0.414 -0.073 -0.041 -0.064 -0.089 -0.106 -0.086 -0.093 -0.343 -0.139 -0.057 -0.083 -0.114 -0.080 -0.076 -0.080 -0.337 -0.082 -0.345 -0.130 -0.567 -0.090 -0.131 -0.075 -0.344 -0.077 -1.385 -0.415 -0.075 -0.100 -0.121 -0.448 -0.082 -1.141 -0.203 -0.081 0.107 0.084 0.054 0.099 0.021 0.104 0.093 0.106 0.104 0.100 0.105 0.117 0.105 0.030 0.105 0.024 0.029 0.112 0.101 0.099 -0.017 0.030 0.079 0.001 0.098 0.094 0.099 -0.003 0.100 0.104 0.088 0.024 0.101 0.003

# 2
This record from OMol25 describes a molecular structure, C15H12BClF5O3S8Ta in a non-equilibrium geometry. The level of theory is wB97M-V/def2-TZVPD.

Geometry as XYZ:
```
46
Properties=species:S:1:pos:R:3
Ta -2.48 0.86 0.51
Cl 5.09 -3.21 3.90
S -1.96 3.70 3.21
S -3.14 3.20 1.64
S -1.85 -1.57 1.28
S -1.52 0.38 2.86
S -5.08 -1.30 1.84
S -0.60 2.20 3.45
S -4.70 0.69 1.26
S -3.49 -2.66 1.30
F -1.18 3.38 -3.69
F -3.34 -2.78 -4.66
F -2.65 2.12 -0.99
F -3.11 2.14 -4.17
F -3.24 4.36 -3.60
O 0.76 -0.72 0.99
O 3.05 1.02 0.56
O -0.50 0.89 -0.01
C -1.84 -0.74 -2.10
C -2.01 -1.46 -3.27
C -2.95 -0.46 -1.26
C 5.15 -1.73 1.73
C 5.10 -0.60 -0.52
C 4.70 -0.71 0.88
C 3.62 0.11 1.39
C 3.87 -0.87 3.62
C -4.17 -0.99 -1.61
C 1.67 1.48 0.78
C -3.23 -1.97 -3.61
C 0.59 0.41 0.66
C 3.31 0.02 2.72
C -4.35 -1.62 -2.85
C 4.68 -1.82 3.06
B -2.52 3.25 -3.71
H -0.87 -0.26 -1.83
H 2.46 0.77 3.05
H -1.10 -1.80 -3.73
H 3.60 -1.01 4.68
H 4.28 -0.38 -1.24
H 1.70 1.95 1.80
H 5.74 0.27 -0.67
H 5.81 -2.61 1.42
H 5.70 -1.51 -0.89
H -5.35 -1.90 -3.20
H -5.14 -0.83 -1.03
H 1.48 2.30 0.06
```

Energy relative to the best compared isomer or geometry (same formula, charge and spin), kcal per mole: 61.00
E_HOMO, eV: -1.15
Frontier orbital gap, eV: 5.1130
LUMO energy, eV: 3.9644
Net charge: -2

How positive or negative is each atom? The Löwdin charges in e answer that: 1.033 0.677 -0.207 -0.129 -0.025 -0.064 -0.080 -0.133 -0.060 -0.070 0.221 0.031 -0.511 0.243 0.249 0.022 -0.042 -0.325 -0.119 -0.055 -0.375 -0.079 -0.068 -0.203 -0.248 -0.108 -0.193 -0.066 -0.329 -0.624 -0.012 -0.036 -0.761 -0.787 0.095 0.151 0.100 0.112 0.089 0.080 0.073 0.117 0.104 0.102 0.072 0.142

# 3
This record from OMol25 describes a molecular structure, CH3NO4S2 in a non-equilibrium geometry. The level of theory is wB97M-V/def2-TZVPD.

Geometry as XYZ:
```
11
Properties=species:S:1:pos:R:3
S 1.00 0.64 0.15
S -1.62 -0.12 0.18
O -0.71 -1.33 0.62
O -2.73 -0.46 -0.65
O 1.47 1.98 0.29
O -0.63 0.79 -0.61
N 1.81 0.08 -1.19
C -1.11 -0.39 1.80
H 2.60 0.62 -1.51
H 1.89 -0.91 -1.33
H -1.96 -0.91 2.25
```

Energy relative to the best compared isomer or geometry (same formula, charge and spin), kcal per mole: 52.80
E_HOMO, eV: -9.33
Frontier orbital gap, eV: 9.3680
LUMO energy, eV: 0.0353
Net charge: 0

How positive or negative is each atom? The Löwdin charges in e answer that: 0.931 0.695 -0.382 -0.258 -0.391 -0.445 -0.138 -0.174 0.066 0.063 0.033

# 4
This record from OMol25 describes a molecular structure, C20H49N2O13V2 in a non-equilibrium geometry. The level of theory is wB97M-V/def2-TZVPD.

Geometry as XYZ:
```
86
Properties=species:S:1:pos:R:3
V 4.08 2.54 2.86
V 4.37 1.90 -0.77
O 4.18 0.55 -1.60
O 4.88 3.40 3.93
O 6.45 -2.84 2.24
O 4.06 3.12 -1.69
O -1.93 -3.65 -0.12
O -3.63 -5.64 -1.71
O 0.22 6.02 1.04
O 3.02 2.00 0.82
O -2.50 1.93 -2.72
O 3.79 1.18 3.58
O -0.68 -1.09 -3.36
O -1.34 2.24 3.94
O -2.56 -0.95 5.07
N -0.14 4.88 -0.91
N 5.36 -2.66 0.25
C 0.52 -1.42 -3.99
C -3.08 -5.92 -2.98
C -2.17 0.57 -2.53
C -1.07 5.82 -1.47
C -3.82 -4.25 -1.45
C 1.88 1.14 1.01
C 5.54 -3.15 1.50
C -0.90 0.31 -3.32
C -1.98 0.98 3.79
C 0.19 3.69 -1.67
C 1.47 0.37 -0.21
C -1.47 3.10 2.79
C -2.97 -1.50 6.30
C 6.25 -1.65 -0.26
C -0.93 -2.71 0.11
C 4.26 -3.07 -0.58
C 0.45 5.11 0.28
C -2.59 -3.41 -1.35
C -3.68 2.29 -2.01
C -2.28 0.41 5.16
H 0.51 -1.26 -5.08
H -3.07 -6.99 -3.10
H 4.86 -3.96 1.81
H -4.15 -4.32 -0.41
H 3.60 -3.77 -0.07
H -1.47 0.64 5.87
H -1.32 2.47 1.91
H -1.66 6.21 -0.64
H -3.61 -5.43 -3.81
H -4.70 -3.91 -2.01
H 6.22 -1.61 -1.35
H -0.57 3.71 2.90
H -2.16 -1.60 7.03
H 1.10 4.25 0.53
H 0.44 0.01 -0.27
H -2.05 -5.55 -3.03
H 1.35 -0.77 -3.64
H 5.95 -0.63 0.02
H -2.40 3.66 2.90
H -3.55 2.22 -0.93
H -1.41 0.28 3.17
H -1.07 0.73 -4.31
H -3.35 -2.51 6.10
H -0.74 3.10 -1.68
H 0.95 3.02 -1.28
H -1.17 -1.67 -0.16
H -2.17 0.35 -1.46
H -1.77 5.34 -2.16
H 0.34 3.92 -2.73
H 2.14 -0.45 -0.49
H 1.02 1.62 1.47
H -3.17 0.90 5.57
H -3.81 -0.93 6.72
H -0.71 -2.70 1.18
H -1.93 -3.44 -2.23
H -2.94 1.20 3.30
H 3.65 -2.23 -0.94
H 4.63 -3.53 -1.51
H 7.27 -1.94 -0.01
H -0.63 6.66 -2.01
H 2.17 0.42 1.78
H 1.50 0.99 -1.12
H -2.94 -0.11 -2.92
H -0.03 -2.95 -0.48
H -3.84 3.34 -2.25
H -0.03 0.73 -2.79
H -2.93 -2.36 -1.32
H 0.86 -2.41 -3.72
H -4.48 1.62 -2.32
```

Energy relative to the best compared isomer or geometry (same formula, charge and spin), kcal per mole: 0.00
E_HOMO, eV: -11.22
Frontier orbital gap, eV: 3.8631
LUMO energy, eV: -7.3607
Net charge: +1

How positive or negative is each atom? The Löwdin charges in e answer that: 1.162 1.063 -0.266 -0.230 0.018 -0.242 -0.149 -0.180 0.029 -0.411 -0.216 -0.191 -0.192 -0.213 -0.183 -0.180 -0.190 -0.116 -0.115 -0.226 -0.031 -0.191 -0.316 -0.328 -0.188 -0.215 -0.042 -0.071 -0.078 -0.110 -0.060 -0.126 -0.049 -0.374 -0.225 -0.085 -0.228 0.096 0.089 0.140 0.134 0.091 0.133 0.073 0.095 0.091 0.131 0.093 0.078 0.091 0.116 0.081 0.077 0.078 0.054 0.100 0.086 0.123 0.143 0.090 0.078 0.052 0.060 0.116 0.087 0.105 0.062 0.112 0.129 0.091 0.091 0.117 0.128 0.063 0.098 0.103 0.100 0.107 0.054 0.133 0.088 0.088 0.100 0.118 0.089 0.095

# 5
This record from OMol25 describes 3 unconnected molecules or ions with the total composition C3H14NO2 in a non-equilibrium geometry. The level of theory is wB97M-V/def2-TZVPD.

Geometry as XYZ:
```
20
Properties=species:S:1:pos:R:3
O -0.61 -1.23 2.54
O 1.35 -2.71 -0.11
N 0.91 0.05 0.64
C -1.26 2.06 -1.73
C -0.21 0.21 -0.36
C -0.01 1.71 -0.80
H -1.04 1.51 -2.61
H 2.19 -3.11 0.39
H -0.17 -0.37 -1.33
H 1.42 -0.82 0.42
H -2.36 1.75 -1.57
H -1.40 3.17 -1.98
H 0.02 2.32 0.10
H 0.47 -0.14 1.59
H -1.19 -0.01 0.16
H 0.96 1.80 -1.41
H -0.70 -2.04 2.13
H 0.87 -3.58 -0.13
H -0.80 -1.36 3.47
H 1.56 0.80 0.56
```

Energy relative to the best compared isomer or geometry (same formula, charge and spin), kcal per mole: 35.37
E_HOMO, eV: -15.10
Frontier orbital gap, eV: 11.9290
LUMO energy, eV: -3.1688
Net charge: +1

How positive or negative is each atom? The Löwdin charges in e answer that: 0.004 -0.119 0.147 -0.106 -0.171 -0.221 0.040 0.140 0.148 0.111 0.103 0.095 0.101 0.132 0.138 0.141 0.020 0.079 0.086 0.131

# 6
This record from OMol25 describes a single CH7N2OPSi molecule in a non-equilibrium geometry. The level of theory is wB97M-V/def2-TZVPD.

Geometry as XYZ:
```
13
Properties=species:S:1:pos:R:3
P -2.59 0.57 0.49
Si -1.13 -0.68 -0.60
O 0.33 -0.62 0.20
N 2.45 -0.14 0.77
N 1.36 1.34 -0.54
C 1.36 0.22 0.06
H -3.31 -0.66 0.82
H -3.69 0.92 -0.40
H 2.50 -0.98 1.37
H -1.14 -0.17 -2.10
H 3.11 0.58 0.91
H 2.29 1.79 -0.51
H -1.53 -2.16 -0.46
```

Structure (SMILES): [H]/N=C(\N)O[SiH2]P
Energy relative to the best compared isomer or geometry (same formula, charge and spin), kcal per mole: 0.00
E_HOMO, eV: -9.30
Frontier orbital gap, eV: 10.0492
LUMO energy, eV: 0.7500
Net charge: 0

How positive or negative is each atom? The Löwdin charges in e answer that: 0.507 0.294 -0.239 0.127 0.110 -0.673 -0.157 -0.145 0.125 -0.036 0.079 0.050 -0.042

# 7
This record from OMol25 describes 8 unconnected molecules or ions with the total composition C15H48N2O9. The level of theory is wB97M-V/def2-TZVPD.

Geometry as XYZ:
```
74
Properties=species:S:1:pos:R:3
O -0.79 0.19 -2.53
O 4.62 3.31 -3.55
O 1.20 -1.88 2.01
O 0.53 -1.53 -0.67
O 3.70 0.22 -3.94
O -0.29 1.64 4.20
O -4.11 1.14 -0.61
O -2.50 -5.32 -0.32
O 1.94 -7.17 0.82
N -3.89 4.15 1.53
N 2.08 1.15 1.44
C -0.32 1.72 1.36
C 1.00 1.87 2.09
C -3.21 0.22 -0.06
C -3.86 2.47 -0.19
C 4.40 1.17 -4.73
C -0.38 3.00 4.53
C -2.27 -4.22 -1.18
C -5.67 2.35 1.55
C -4.22 2.74 1.27
C 3.86 2.58 -4.51
C 0.99 -2.54 -1.55
C 2.52 -5.87 0.86
C 0.90 1.32 3.52
C 2.52 -2.36 1.93
C 0.43 0.90 -2.76
H 0.43 3.31 5.20
H -3.51 -0.78 -0.38
H -5.77 1.27 1.68
H 4.26 0.88 -5.77
H 0.28 1.82 -3.33
H 5.43 3.61 -3.98
H 0.07 -0.87 -1.21
H 1.77 1.67 4.10
H 0.85 1.16 -1.79
H 3.23 -5.73 1.68
H -4.47 3.10 -0.84
H -4.66 4.73 1.22
H 2.23 1.48 0.49
H 1.86 0.16 1.42
H 4.06 0.20 -3.05
H 0.24 -2.79 -2.30
H -0.23 2.01 0.31
H 2.86 2.47 -4.10
H 0.97 0.23 3.47
H 1.91 -2.27 -2.07
H 0.76 -2.01 1.17
H 2.94 -2.25 0.93
H 1.17 0.28 -3.27
H -1.14 2.30 1.80
H -1.66 -5.73 -0.11
H -3.12 -3.54 -1.16
H 1.71 -5.15 0.97
H -2.16 -4.54 -2.22
H -0.65 0.68 1.44
H -0.97 -0.39 -3.28
H -1.38 -3.65 -0.91
H 2.63 -7.83 0.89
H 3.12 -1.84 2.68
H -3.16 0.25 1.03
H -3.57 2.13 1.91
H -0.34 3.65 3.65
H 3.81 3.14 -5.45
H 5.46 1.17 -4.47
H -1.34 3.15 5.02
H 1.30 2.92 2.15
H -6.32 2.64 0.72
H -2.19 0.38 -0.44
H -3.79 4.31 2.53
H -6.03 2.86 2.45
H -2.81 2.74 -0.37
H 2.54 -3.43 2.19
H 1.17 -3.48 -1.02
H 3.02 -5.62 -0.08
```

Structure (SMILES): COC[C@H](C)N.COC[C@H](C)N.OCCO.CO.CO.CO.CO.CO
Energy relative to the best compared isomer or geometry (same formula, charge and spin), kcal per mole: 15.31
E_HOMO, eV: -8.85
Frontier orbital gap, eV: 9.2129
LUMO energy, eV: 0.3671
Net charge: 0

How positive or negative is each atom? The Löwdin charges in e answer that: -0.129 -0.066 -0.142 -0.141 -0.081 -0.184 -0.177 -0.106 -0.113 0.036 0.054 -0.055 -0.439 -0.115 -0.213 -0.235 -0.120 -0.162 -0.054 -0.452 -0.241 -0.148 -0.178 -0.206 -0.155 -0.128 0.091 0.086 0.076 0.116 0.083 0.084 0.033 0.126 0.070 0.077 0.128 0.071 0.062 0.036 0.090 0.078 0.070 0.110 0.115 0.082 0.034 0.083 0.071 0.065 0.072 0.075 0.059 0.079 0.084 0.095 0.051 0.073 0.084 0.084 0.117 0.081 0.117 0.121 0.087 0.131 0.081 0.061 0.066 0.073 0.117 0.054 0.071 0.080

# 8
This record from OMol25 describes a molecular structure, C4H6F2 in a non-equilibrium geometry. The level of theory is wB97M-V/def2-TZVPD.

Geometry as XYZ:
```
12
Properties=species:S:1:pos:R:3
F 0.87 2.63 0.96
F 1.34 3.06 -1.13
C 0.72 0.47 -0.68
C 0.51 2.41 -0.31
C 0.29 -0.21 0.54
C -0.71 -1.07 0.60
H 0.12 0.31 -1.57
H -1.28 -1.34 -0.27
H 1.79 0.45 -0.86
H -0.98 -1.56 1.52
H -0.53 2.69 -0.49
H 0.86 0.03 1.43
```

Energy relative to the best compared isomer or geometry (same formula, charge and spin), kcal per mole: 32.48
E_HOMO, eV: -9.22
Frontier orbital gap, eV: 10.3910
LUMO energy, eV: 1.1683
Net charge: 0

How positive or negative is each atom? The Löwdin charges in e answer that: 0.050 0.044 -0.050 -0.296 -0.250 0.003 0.082 0.054 0.084 0.049 0.132 0.098